[1]
91
Properties=species:S:1:pos:R:3:lowdin_charge:R:1 method="wB97M-V/def2-TZVPD" molar_mass_g_mol=724.429 lumo_energy_ev=0.2 orbital_gap_ev=9.1 multiplicity=1
C -1.29319 1.79001 0.41109 0.131
C -0.53264 0.83902 0.32607 -0.020
C 0.46260 -0.39395 0.14154 -0.345
C 0.54239 -1.06332 1.58705 -0.124
O -0.47062 -0.46201 2.45319 -0.199
C -0.21710 -0.76727 3.83571 -0.162
C -1.43754 -1.57009 4.51352 -0.195
O -2.52434 -0.71064 4.89732 -0.186
C -3.53637 -0.81714 3.85716 -0.249
C -4.43412 0.49581 3.92353 -0.077
O -0.26812 -1.30337 -0.71573 -0.170
S 0.67226 -2.44745 -1.45413 0.760
O -0.13148 -2.97835 -2.57893 -0.270
O 0.80792 -3.55695 -0.49549 -0.290
C 2.25868 -1.80024 -2.13823 -0.332
C 1.89889 -1.13016 -3.54458 -0.196
C 0.66555 -0.16095 -3.63549 -0.584
C -0.47341 -0.68412 -4.68563 -0.116
Cl 1.25542 1.45452 -4.38101 0.576
C 3.30889 -2.95246 -2.50044 -0.153
C 3.59110 -4.14005 -1.63390 -0.045
C 4.56286 -5.23696 -1.99470 -0.054
C 5.33291 -5.20390 -3.27449 -0.071
C 5.10639 -4.00928 -4.14510 -0.063
C 4.13323 -2.91407 -3.77951 -0.021
C 2.87136 -0.73253 -1.06938 -0.498
S 3.66027 -1.59680 0.41785 0.854
C 4.09604 0.04803 -1.76313 -0.170
C 3.87578 1.44141 -2.27128 -0.011
C 5.12138 2.01715 -2.85301 -0.037
C 6.35144 1.21649 -2.87557 -0.154
N 6.60528 -0.08440 -2.46506 0.065
C 5.42358 -0.57524 -1.92923 -0.131
C 1.78540 0.24664 -0.43128 -0.240
C 2.44524 1.26954 0.62713 -0.108
C 2.08425 2.79503 0.31086 -0.222
O 3.33917 3.54595 0.23145 -0.116
H -1.76574 2.77016 0.64261 0.064
H 0.34315 -2.17362 1.60907 0.141
H 1.52723 -0.89033 2.11501 0.089
H -0.17757 0.23646 4.38144 0.141
H 0.70270 -1.39517 4.02643 0.126
H -0.99475 -2.01202 5.47011 0.130
H -1.76129 -2.36348 3.77806 0.128
H -3.03313 -0.85321 2.83655 0.112
H -4.14265 -1.76623 4.04036 0.128
H -3.91865 1.32644 4.48251 0.081
H -5.42128 0.22856 4.42684 0.038
H -4.63871 0.82132 2.85283 0.074
H 2.78208 -0.59057 -4.02081 0.099
H 1.69047 -2.00022 -4.25251 0.130
H 0.11812 0.12807 -2.70574 0.077
H -0.39247 -1.79086 -4.88042 0.072
H -1.52473 -0.36591 -4.33651 0.066
H -0.29571 -0.15914 -5.68208 0.065
H 3.09889 -4.27194 -0.63589 0.078
H 4.72421 -6.11058 -1.29317 0.099
H 6.04492 -6.01443 -3.59959 0.097
H 5.69064 -3.94348 -5.11185 0.097
H 4.08614 -2.08115 -4.52717 0.100
H 4.62492 -0.76248 0.93917 -0.071
H 2.92972 2.03567 -2.21574 0.069
H 5.11441 3.06270 -3.26992 0.104
H 7.26643 1.74254 -3.30317 0.107
H 5.50609 -1.65097 -1.56904 0.101
H 1.45415 0.93794 -1.28025 0.112
H 3.57770 1.22561 0.61532 0.107
H 2.12464 1.08231 1.68881 0.120
H 1.46754 3.28880 1.11893 0.121
H 1.56691 2.94785 -0.68250 0.108
H 3.15507 4.50207 0.29093 0.088
C -6.73639 0.70624 8.48865 -0.270
S -7.75770 0.63007 7.00392 0.824
O -6.85599 0.82226 5.83204 -0.560
C -8.61468 2.19161 7.28804 -0.273
H -6.08110 -0.16452 8.50097 0.051
H -6.13259 1.61503 8.47817 0.058
H -7.37689 0.69008 9.37190 0.052
H -7.89126 3.00598 7.35381 0.057
H -9.19307 2.12668 8.21094 0.051
H -9.28870 2.37193 6.45078 0.049
C -2.00771 3.49126 -3.62797 -0.270
S -3.11044 2.07616 -3.80246 0.800
O -2.75749 1.38813 -5.07675 -0.555
C -4.60370 3.04380 -4.09845 -0.270
H -0.99636 3.11838 -3.46804 0.008
H -2.03200 4.09885 -4.53418 0.061
H -2.31380 4.08919 -2.76776 0.051
H -4.46671 3.67990 -4.97454 0.057
H -4.82167 3.65424 -3.22073 0.052
H -5.43059 2.35610 -4.27513 0.050

[2]
84
Properties=species:S:1:pos:R:3:mulliken_spin:R:1 method="wB97M-V/def2-TZVPD" molar_mass_g_mol=708.041 lumo_energy_ev="-4.5 / -3.9" orbital_gap_ev="4.8 / 5.3" multiplicity=7 s_squared=12.06 total_charge=+1
Tb -0.85532 1.14630 1.55782 6.133
C -3.09627 1.45014 2.53825 0.031
C -3.42318 0.49882 1.53021 -0.032
C -2.17135 -0.58846 3.13762 0.014
C -2.34424 0.76084 3.55961 -0.049
C -2.90447 -0.76992 1.93228 -0.040
C -3.49595 2.87986 2.54925 -0.002
H -4.33046 3.09807 1.86208 0.001
H -2.64606 3.52961 2.25734 -0.001
H -3.79356 3.17344 3.57196 0.000
C -2.00309 1.28511 4.90452 -0.002
H -2.04643 2.37141 4.90590 -0.002
H -0.99743 0.98074 5.22132 0.000
H -2.71721 0.92140 5.66031 0.000
C -1.62274 -1.66917 3.99366 -0.001
H -2.23665 -1.79028 4.90124 0.000
H -0.60167 -1.43177 4.31934 0.000
H -1.59582 -2.62859 3.46288 -0.001
C -3.37831 -2.07154 1.41382 0.003
H -4.31238 -2.37926 1.91877 -0.002
H -2.64931 -2.87100 1.58956 0.000
H -3.59609 -2.04095 0.34016 -0.001
C -4.39194 0.72987 0.43414 0.004
H -5.42618 0.59188 0.79851 -0.002
H -4.23977 0.02807 -0.39871 -0.001
H -4.31262 1.75674 0.05011 -0.001
C 0.62671 2.03274 -0.48530 -0.012
C -0.66426 2.46825 -0.66201 -0.025
C -1.58357 2.04704 -1.78964 0.004
C -1.45158 0.57666 -2.24581 0.003
C -1.45259 -0.41794 -1.12999 0.009
C -0.37398 -0.74324 -0.37501 0.005
C 1.05377 -0.47095 -0.78970 -0.010
C 1.34380 0.96961 -1.27867 0.007
H -1.42766 2.69618 -2.67270 -0.001
H -0.56455 0.48428 -2.88208 0.000
H -2.63175 2.21919 -1.49031 -0.001
H 1.15413 1.05170 -2.35798 -0.001
H 1.29352 2.62502 0.17059 -0.001
H -0.93275 3.44813 -0.22684 -0.002
H 2.42867 1.15156 -1.16221 0.001
H 1.70408 -0.66164 0.08104 0.000
H -0.48357 -1.43034 0.47822 -0.009
H 1.38254 -1.18888 -1.56541 0.001
H -2.30952 0.35359 -2.90676 0.000
H -2.39058 -0.97183 -1.03020 -0.001
P 3.38318 -2.83568 -3.66893 0.000
P 3.30677 -5.81192 -3.41454 0.000
C 4.32030 -3.74964 -5.01225 0.000
C 4.65971 -5.16555 -4.53699 0.000
H 5.22949 -3.17482 -5.23681 0.000
H 3.69298 -3.77061 -5.91609 0.000
H 4.77043 -5.86433 -5.37750 0.000
H 5.59425 -5.16905 -3.95563 0.000
C 4.12985 -7.38098 -2.91222 0.000
H 3.40049 -7.99835 -2.37117 0.000
H 4.96209 -7.14677 -2.23502 0.000
H 4.50444 -7.92708 -3.78939 0.000
C 2.20827 -6.48680 -4.73472 0.000
H 2.79055 -7.06174 -5.46629 0.000
H 1.68078 -5.66892 -5.23938 0.000
H 1.46316 -7.13968 -4.26323 0.000
C 4.70104 -1.63379 -3.21315 0.000
H 4.27755 -0.86680 -2.55181 0.000
H 5.12356 -1.16412 -4.11174 0.000
H 5.49518 -2.16212 -2.66907 0.000
C 2.30802 -1.78508 -4.72930 0.000
H 1.54041 -2.41730 -5.19686 0.000
H 2.89590 -1.28249 -5.50993 0.000
H 1.80446 -1.03853 -4.09732 0.000
Cl -1.93060 8.40696 6.11689 0.000
C -1.25458 7.15967 5.16967 0.000
C -0.06244 7.38882 4.46192 0.000
C 0.44959 6.37811 3.64748 0.000
C -0.19120 5.13772 3.53629 -0.003
C -1.34721 4.90580 4.29050 0.000
C -1.90045 5.91023 5.08862 0.000
C 0.33153 4.16478 2.51706 -0.008
O 1.28357 4.46841 1.80010 -0.002
O -0.31267 2.99822 2.44764 -0.006
H 0.45714 8.34478 4.52014 0.000
H 1.35299 6.54461 3.07018 0.000
H -1.81721 3.93175 4.21191 0.002
H -2.83366 5.76183 5.63977 0.000

no.,F_max (Eh/bohr)
1,0.1352
2,0.0480